No. 1
A structure of composition C16H19BrI3InN7O3S, computed with ωB97M-V/def2-TZVPD.

XYZ file:
```
51
Properties=species:S:1:pos:R:3:forces:R:3
In -0.0564 -0.6109 0.2145 -0.475 -0.205 0.132
C -0.5653 -3.8625 -2.9148 0.026 -0.006 0.008
C -0.1371 -2.9140 -1.8446 -0.001 0.073 -0.061
N -0.8511 -1.9321 -1.4321 0.013 0.006 0.026
N -2.0572 -1.6808 -1.9954 0.008 -0.033 0.051
C -2.7788 -0.7748 -1.3684 0.037 -0.023 -0.041
N -3.9660 -0.4937 -1.9399 -0.028 0.013 0.060
S -2.4199 0.1283 0.0853 0.020 0.045 -0.059
C 1.1783 -3.0848 -1.1708 0.023 0.010 -0.017
C 2.0310 -4.1248 -1.5011 0.021 -0.025 -0.018
C 3.2216 -4.2715 -0.8046 0.012 -0.009 0.007
C 3.5234 -3.3893 0.2169 -0.019 0.011 -0.005
C 2.6308 -2.3652 0.4847 0.019 -0.025 -0.040
N 1.5048 -2.2083 -0.2074 0.008 -0.008 -0.029
H -1.5814 -3.6381 -3.2196 0.003 0.007 -0.011
H -0.5195 -4.8911 -2.5543 -0.003 0.004 0.009
H 0.0946 -3.7875 -3.7822 0.002 -0.007 0.004
H -4.2934 -1.1058 -2.6696 0.010 -0.001 -0.009
H -4.6369 0.0580 -1.4350 0.000 0.006 -0.005
H 1.7670 -4.8184 -2.2853 -0.003 0.003 0.006
H 3.8973 -5.0793 -1.0518 -0.002 0.003 0.003
H 4.4258 -3.4865 0.8032 -0.001 0.001 0.000
H 2.8107 -1.6469 1.2739 0.000 0.006 0.003
I 3.5157 1.2573 0.6156 0.085 0.023 0.047
C 4.8015 0.3635 -0.8144 -0.043 -0.027 -0.032
I 3.8614 -0.3277 -2.5891 0.015 -0.004 0.010
H 5.2707 -0.4915 -0.3452 0.010 0.002 0.001
H 5.5387 1.1005 -1.1042 -0.010 0.012 -0.005
O 0.6803 -0.5002 2.2322 0.089 0.052 0.059
N 0.1440 -1.5349 2.7733 0.035 0.052 -0.042
O -0.5460 -2.1789 2.0009 0.026 0.029 -0.054
N -0.1667 0.8661 -3.3067 -0.007 -0.003 -0.010
C -0.0328 1.4433 -2.1048 0.031 0.002 -0.023
N -0.5538 2.6551 -1.9083 -0.032 -0.013 0.016
O 0.6245 0.8582 -1.1964 0.051 0.014 0.024
H -0.6890 1.2842 -4.0555 -0.008 -0.002 0.004
H 0.2206 -0.0512 -3.4370 0.024 0.002 0.004
H -1.1294 3.0996 -2.6016 0.011 0.004 -0.009
H -0.5781 3.0181 -0.9653 0.015 -0.005 0.002
Br -2.8476 4.3120 0.7655 0.000 0.005 0.021
C -2.3576 4.1921 2.5912 0.008 -0.022 -0.004
C -3.2595 4.6682 3.5314 -0.020 0.011 0.013
C -2.9539 4.5936 4.8805 -0.005 0.003 -0.003
C -1.7507 4.0430 5.2943 0.025 -0.013 -0.011
C -0.8471 3.5677 4.3573 -0.049 0.036 0.023
C -1.1499 3.6456 3.0045 -0.024 -0.051 -0.065
I 0.2575 2.9172 1.6513 0.104 0.043 0.016
H -4.1963 5.0942 3.2008 0.002 0.000 0.005
H -3.6617 4.9670 5.6079 -0.001 0.001 -0.004
H -1.5099 3.9810 6.3467 -0.002 0.002 -0.001
H 0.0927 3.1369 4.6734 0.000 -0.001 0.002
```
Forces are in eV/Å.

Properties
- energy above the lowest of the compared OMol25 structures with the same formula, charge and spin (kJ/mol) = 0.0
- E_HOMO (eV) = -11.18
- HOMO-LUMO gap (eV) = 7.78
- F_max (hartree/bohr) = 0.0104
- total charge = +1
- electronic energy (Eh) = -5285.37957

=====

No. 2
A cluster of 3 separate species, C2H11N2O2 in total at a distorted geometry, computed with ωB97M-V/def2-TZVPD.

XYZ file:
```
17
Properties=species:S:1:pos:R:3:forces:R:3
C 0.2463 0.4353 -1.1714 -2.116 0.363 -1.846
C 0.5513 0.8199 0.1152 -1.056 2.145 2.297
N 0.1279 0.0446 1.3710 2.003 -0.645 -2.428
N 0.0288 1.2654 -2.2575 1.764 -5.875 2.702
H -0.1637 -0.5742 -1.2881 0.898 -0.118 -0.541
H 0.7716 1.8406 0.5033 0.370 -0.654 -1.158
H 0.1976 0.6771 2.1511 0.736 0.251 0.941
H 0.7713 -0.8099 1.4659 -1.388 0.949 0.447
H -0.8649 -0.1367 1.3456 -0.708 -1.058 -0.213
H -0.0405 2.1881 -2.0807 0.067 4.279 0.083
H 0.0926 0.8202 -3.1813 -0.473 -0.120 -0.262
H -1.7291 -1.5856 5.8136 -1.230 -0.196 0.738
H -0.3177 -1.3730 6.4723 -0.850 -0.184 -0.664
O -0.8170 -1.4733 5.6341 2.097 0.443 -0.216
H 0.4321 -1.4846 -5.1686 0.264 1.588 1.909
H 0.2179 0.0263 -5.1934 0.602 -1.115 1.006
O 0.4954 -0.6803 -4.5311 -0.981 -0.053 -2.795
```
Forces are in eV/Å.

Properties
- multiplicity = 2
- energy above the lowest of the compared OMol25 structures with the same formula, charge and spin (kJ/mol) = 214.9
- E_HOMO (alpha / beta) (eV) = -16.37 / -16.37
- HOMO-LUMO gap (alpha / beta) (eV) = 7.09 / 3.52
- F_max (hartree/bohr) = 0.1303
- total charge = +2
- electronic energy (Eh) = -342.01992

=====

No. 3
A structure of composition C26H24BBr4InN7O6S2, computed with ωB97M-V/def2-TZVPD.

XYZ file:
```
71
Properties=species:S:1:pos:R:3:forces:R:3
In 0.2285 -0.2432 0.4864 0.033 0.115 -0.012
O -1.5657 -4.7086 -3.1887 0.026 0.011 0.015
C -0.8063 -4.3852 -2.1175 0.009 -0.032 -0.025
O -1.0571 -4.7851 -1.0135 0.013 -0.008 0.006
C 0.3519 -3.5096 -2.4890 0.026 0.013 0.080
C 0.6674 -3.2721 -3.8161 0.028 -0.014 -0.038
C 1.7733 -2.4758 -4.0896 -0.034 0.004 0.008
C 2.4974 -1.9589 -3.0367 -0.030 -0.008 0.009
C 2.0695 -2.2208 -1.7337 0.014 -0.006 -0.009
N 1.0230 -2.9846 -1.4608 -0.018 -0.017 -0.023
C 2.8325 -1.5959 -0.5737 0.037 0.170 0.015
O 4.0465 -1.4921 -0.6897 -0.006 -0.026 -0.003
O 2.1430 -1.2054 0.4389 -0.040 -0.139 -0.070
H -2.3393 -5.1684 -2.8319 -0.016 -0.005 -0.023
H 0.0599 -3.6899 -4.6053 -0.004 0.009 0.002
H 2.0472 -2.2548 -5.1134 0.004 0.004 -0.003
H 3.3698 -1.3388 -3.1845 0.005 -0.003 0.010
Br -3.8983 -2.2609 -4.9102 0.001 -0.019 -0.011
C -2.5464 -1.4220 -3.8900 -0.004 0.008 0.037
C -1.6047 -0.6140 -4.4990 -0.036 0.003 0.001
Br -1.6181 -0.3400 -6.3699 0.010 -0.006 -0.001
C -0.6249 0.0090 -3.7099 0.025 -0.003 -0.019
Br 0.6571 1.1960 -4.4470 0.004 -0.033 0.004
C -0.5336 -0.2123 -2.3482 0.028 0.000 0.065
O 0.3986 0.3223 -1.5972 -0.022 0.026 -0.008
C -1.4925 -1.0739 -1.7116 0.012 0.040 -0.016
O -1.3824 -1.2954 -0.4331 -0.074 -0.089 -0.092
C -2.4989 -1.6218 -2.4998 0.006 0.016 -0.034
Br -3.8122 -2.6430 -1.5954 -0.021 0.007 0.012
C -0.0763 4.2156 0.9896 -0.002 -0.001 0.012
N -0.4364 3.4876 2.1889 0.004 -0.020 -0.032
C -0.0991 3.8570 3.4720 -0.006 0.007 -0.011
C -0.6333 2.9249 4.2901 0.002 -0.001 0.032
N -1.2975 1.9953 3.5237 -0.007 -0.015 -0.029
B -2.1870 0.9053 4.2474 0.024 0.044 -0.022
N -2.4875 -0.3447 3.3756 0.010 0.007 0.012
C -3.7564 -0.7870 3.0877 -0.005 -0.008 -0.011
C -3.6550 -1.9538 2.4091 0.014 0.015 0.001
N -2.3134 -2.2227 2.2843 -0.027 0.004 0.014
C -1.7373 -3.4058 1.6604 -0.005 0.004 -0.010
C -1.6202 -1.2250 2.8628 -0.024 -0.019 -0.034
S 0.1021 -1.1128 2.8519 0.072 0.022 0.084
C -1.1675 2.3416 2.2325 -0.010 -0.014 0.071
S -1.7755 1.5123 0.8582 -0.024 0.031 -0.007
H 1.0063 4.3291 0.9340 0.001 0.003 0.010
H -0.5551 5.1956 0.9912 0.002 0.001 0.005
H -0.4257 3.6425 0.1353 -0.005 0.003 -0.003
H 0.4969 4.7284 3.6762 0.002 0.001 0.001
H -0.5979 2.8318 5.3606 0.002 0.005 -0.002
H -1.5729 0.5842 5.2377 -0.006 0.000 0.011
H -3.2553 1.4106 4.5137 0.000 -0.020 -0.002
H -4.6203 -0.2196 3.3800 0.000 -0.001 0.005
H -4.4014 -2.5995 1.9837 -0.001 0.001 0.007
H -2.5210 -3.9128 1.1054 0.005 0.003 -0.005
H -1.3269 -4.0638 2.4260 -0.007 -0.001 0.000
H -0.9587 -3.1295 0.9577 -0.006 0.003 0.000
C 3.5355 3.7201 -1.7261 0.009 -0.007 -0.010
C 3.0129 2.9935 -0.5340 0.015 -0.014 -0.047
C 3.4485 2.9474 0.7774 -0.030 0.043 0.019
C 2.5833 2.0527 1.4330 0.006 -0.039 -0.022
N 1.6774 1.6073 0.5749 0.011 -0.007 0.080
N 1.9463 2.1879 -0.6088 -0.041 -0.091 -0.002
C 2.6273 1.5415 2.8327 0.024 -0.003 0.002
H 4.4020 4.3171 -1.4489 -0.002 0.002 0.003
H 2.7797 4.3827 -2.1501 0.000 0.002 0.001
H 3.8380 3.0169 -2.5033 -0.001 0.001 0.001
H 4.2941 3.4659 1.1974 -0.006 0.006 0.000
H 1.4163 1.8299 -1.4094 0.034 0.026 0.008
H 3.2172 2.2010 3.4684 0.000 0.006 -0.007
H 3.0825 0.5488 2.8385 -0.001 0.001 0.010
H 1.6260 1.4476 3.2529 0.003 0.002 -0.007
```
Forces are in eV/Å.

Properties
- energy above the lowest of the compared OMol25 structures with the same formula, charge and spin (kJ/mol) = 0.0
- E_HOMO (eV) = -4.77
- HOMO-LUMO gap (eV) = 7.00
- F_max (hartree/bohr) = 0.0034
- total charge = -1
- electronic energy (Eh) = -13147.70365

=====

No. 4
A structure of composition C15H25AlBBrCaCl4F9NO14P2S2 at a distorted geometry, computed with ωB97M-V/def2-TZVPD.

XYZ file:
```
76
Properties=species:S:1:pos:R:3:forces:R:3
O -3.1641 4.9664 -0.3226 1.045 -0.042 0.057
C -3.4198 3.8116 -0.3024 -1.110 0.310 -0.345
O -4.4697 3.3541 -1.0811 0.368 -0.307 0.628
C -2.6948 2.7729 0.5382 1.161 0.178 -0.320
P -2.0199 1.3567 -0.4690 -0.967 -0.915 -0.332
C -1.1860 1.9581 -2.0049 0.922 0.384 0.528
C -0.0433 2.9635 -1.8085 0.091 0.227 -1.144
F -0.3587 3.9750 -0.9154 -0.106 -0.257 0.217
C -0.7008 0.5440 0.5705 -0.341 0.219 -0.539
B -1.4462 -0.7037 1.2316 -0.054 -0.061 0.202
O -2.2582 -0.5687 2.3134 0.670 0.257 -0.004
O -1.2996 -1.9797 0.7408 0.601 1.291 -0.266
H -4.9817 2.7683 -0.5093 -0.094 -0.284 -0.316
H -1.8392 3.2863 0.9857 -0.271 0.051 0.203
H -3.3370 2.3487 1.3171 -0.024 0.073 -0.138
H -1.8934 2.3198 -2.7557 -0.242 0.046 0.445
H -0.7238 1.0700 -2.4604 -0.191 -0.001 0.167
H 0.9046 2.5050 -1.5122 -0.228 -0.085 0.289
H 0.1376 3.4465 -2.7773 0.128 -0.045 0.154
H -0.2619 1.2186 1.3149 0.083 -0.073 -0.132
H 0.0587 0.2028 -0.1451 0.099 0.197 0.222
H -1.8948 0.1765 2.8109 -0.622 0.012 0.539
H -0.8934 -1.9725 -0.1313 -0.036 -0.271 -0.006
C -5.3743 -2.7843 -1.6949 0.082 0.321 -0.110
C -3.9143 -3.1404 -1.6081 0.122 0.043 -0.020
O -3.0542 -2.3880 -2.0237 -0.065 -0.102 -0.039
C -3.5560 -4.4576 -0.9901 -0.973 -0.555 -1.309
H -5.4804 -1.8072 -2.1620 0.025 0.004 0.015
H -5.9023 -3.5238 -2.2992 -0.059 -0.086 0.159
H -5.8060 -2.7447 -0.6937 -0.057 -0.156 -0.019
H -4.0047 -5.2782 -1.5660 -0.193 0.117 0.002
H -3.9075 -4.4826 0.0649 -0.371 -0.327 -1.257
H -2.4824 -4.5720 -1.0046 0.006 -0.121 -0.057
C 1.6051 -2.9986 -2.5262 0.228 2.333 -0.889
Cl 1.7636 -3.5415 -4.3036 0.032 0.414 -0.941
Cl 2.4716 -1.4675 -2.2928 -0.348 -0.053 -0.212
Cl -0.1848 -2.7561 -2.1807 -0.621 1.056 -0.145
Cl 2.3909 -4.4827 -1.1752 0.411 -3.002 1.528
C 5.0627 3.4188 -8.8584 0.296 -0.770 -0.289
F 5.2840 4.3041 -9.8338 -0.120 0.243 0.152
F 4.3086 2.4370 -9.3747 -0.142 0.100 0.060
F 6.2450 2.8697 -8.5424 0.012 0.137 0.124
S 4.2611 4.2088 -7.4060 0.099 0.413 -0.484
O 3.0151 4.7039 -7.9112 -0.303 -0.283 -0.031
O 5.1979 5.2057 -6.9796 0.317 -0.145 0.240
N 4.1753 2.9046 -6.5063 -0.266 0.662 0.254
S 3.5367 3.0839 -5.0697 -0.203 -0.038 0.499
O 2.1248 3.3347 -5.0319 -0.212 -0.165 -0.274
O 4.3217 3.8079 -4.1154 0.384 -0.007 -0.037
C 3.6961 1.3309 -4.5528 0.305 -0.944 -0.333
F 4.9713 0.9145 -4.5474 0.062 0.203 0.074
F 3.0320 0.4980 -5.3702 -0.152 0.163 -0.008
F 3.2148 1.1294 -3.3182 -0.060 0.491 0.052
C -0.4068 -1.3240 7.2294 -0.503 0.179 0.290
C -0.8963 -2.4208 6.3122 0.082 -0.171 -0.194
C -2.0393 -1.7418 5.5775 -0.201 0.084 0.024
O -1.7062 -0.3457 5.5003 0.044 -0.114 0.004
C -0.5823 -0.0874 6.3708 0.220 0.002 -0.186
H 0.6495 -1.4708 7.5698 0.133 -0.007 -0.380
H -1.0530 -1.2602 8.1168 0.100 0.009 0.071
H -0.1051 -2.6843 5.6097 0.065 0.020 0.073
H -1.2071 -3.3266 6.8337 -0.034 0.023 0.017
H -2.9846 -1.8358 6.1272 -0.006 -0.045 -0.025
H -2.1790 -2.1406 4.5709 -0.060 0.123 -0.036
H 0.2965 0.0795 5.7439 0.101 -0.043 0.136
H -0.7686 0.8140 6.9573 -0.147 0.003 -0.063
Al -0.2981 -4.6169 -3.6011 -0.737 -1.026 -0.446
Br -2.4366 -4.0449 1.3989 0.987 -0.146 2.722
F 1.9594 -1.7760 6.5628 0.078 -0.084 -0.128
F -5.1378 6.2734 0.0415 -0.322 0.027 0.118
Ca 4.0724 -4.4714 0.3352 0.913 0.376 1.194
O 3.9125 -1.1524 9.2774 0.143 0.439 0.218
P 5.1169 -1.4340 8.3882 -0.096 -0.120 -0.370
O 5.0291 -2.8343 7.7867 0.462 0.095 -0.153
O 6.3653 -1.3547 9.2609 -0.045 -0.304 0.321
O 5.1737 -0.3914 7.2762 -0.293 -0.167 -0.016
```
Forces are in eV/Å.

Properties
- E_HOMO (eV) = -3.95
- HOMO-LUMO gap (eV) = 1.42
- F_max (hartree/bohr) = 0.0660
- total charge = -2
- electronic energy (Eh) = -9431.80052

=====

No. 5
A structure of composition C3H10N4 at a distorted geometry, computed with ωB97M-V/def2-TZVPD.

XYZ file:
```
17
Properties=species:S:1:pos:R:3:forces:R:3
C -0.4853 -0.1246 0.3050 0.328 -0.256 0.400
C -0.3602 0.3972 -1.0832 -0.419 0.760 -0.719
C 0.8011 -0.6502 0.8026 0.322 -1.284 0.748
N -0.3133 0.7787 1.4344 -0.362 0.890 -0.049
N 0.6042 1.2427 -1.3714 0.176 0.133 -0.064
N -1.1973 -0.0037 -2.0034 -0.054 -0.043 -0.219
N 0.8867 -1.7304 1.5170 0.025 -0.330 0.072
H -1.3445 -0.7888 0.4189 0.161 0.080 -0.032
H 1.7160 -0.1055 0.6067 -0.043 -0.027 -0.055
H -0.0665 1.7479 1.2665 -0.146 -0.019 -0.067
H 1.2624 1.5911 -0.6873 -0.095 -0.043 -0.086
H 0.7364 1.6006 -2.3121 -0.029 0.013 0.071
H -1.9855 -0.6130 -1.8242 0.101 0.001 0.161
H -1.1090 0.3134 -2.9655 -0.035 -0.058 0.089
H -0.9730 0.6759 2.1971 -0.027 -0.076 -0.021
H 0.0938 -2.3459 1.6809 0.111 0.120 -0.084
H 1.7340 -1.9853 2.0179 -0.013 0.139 -0.145
```
Forces are in eV/Å.

Properties
- energy above the lowest of the compared OMol25 structures with the same formula, charge and spin (kJ/mol) = 43.5
- E_HOMO (eV) = -19.31
- HOMO-LUMO gap (eV) = 11.14
- F_max (hartree/bohr) = 0.0296
- total charge = +2
- electronic energy (Eh) = -338.69848